(1)
Formula: C34H39CrN5O3P2S
Source: OMol25
Level of theory: the ωB97M-V functional and the def2-TZVPD basis

Element x y z (Å)
C -2.832 -1.889 3.508
H -0.367 -0.298 -1.066
C 2.625 -2.770 0.709
C -0.118 3.493 -1.404
C 2.461 0.883 -2.305
N 2.563 4.098 -0.409
C -4.350 -0.363 -4.177
C -4.127 0.758 -5.024
H 2.186 -1.222 2.119
C 3.138 6.118 0.462
H 3.145 -0.483 -3.849
H -1.295 3.146 -3.221
H 2.026 -4.631 0.040
O 0.694 -1.587 5.121
H 3.639 -3.013 1.039
C 3.656 6.033 -0.872
H 3.714 4.265 -2.238
Cr -0.890 -1.050 3.822
C 2.014 -6.525 6.013
C 1.386 -0.823 0.069
H -3.540 -1.232 2.989
O 1.298 -4.982 1.920
H -0.415 0.177 0.650
C 1.749 -4.153 6.528
C -0.109 -0.628 -0.037
H 1.832 -3.257 7.144
H 1.374 -7.174 4.032
S 0.300 -4.517 2.841
C -4.699 5.147 -2.016
C -3.770 4.237 -2.506
C 2.105 -3.629 -0.400
C 2.855 1.718 -4.334
H -3.679 -0.679 -2.075
H 2.533 -5.562 7.905
O -1.062 -4.826 2.496
H 3.220 6.983 1.108
H -4.026 3.145 0.559
H 1.897 0.140 0.100
H 2.409 0.266 -1.454
H -2.885 -2.852 3.022
C 1.425 -6.349 4.745
H -5.216 5.912 -2.590
C 2.124 -5.440 6.907
H -3.289 4.204 -3.469
H 0.209 4.370 -1.954
H 0.731 -2.729 -1.963
H 1.663 -1.338 -0.858
N 2.146 2.242 -2.227
H -0.371 1.769 -2.662
C 2.864 0.523 -3.569
H -0.708 3.811 -0.548
H -3.149 -1.956 4.540
C -0.863 -1.922 0.195
H 2.950 -3.675 -1.111
C 2.340 2.737 -3.517
H -4.874 -1.281 -4.446
H 2.065 4.551 1.626
C 0.797 -2.748 4.601
H 3.230 1.814 -5.340
H 4.167 6.813 -1.411
C -4.909 4.831 -0.633
H -4.507 0.926 -6.042
H -1.844 -1.781 0.663
H -1.031 -4.014 0.096
H 0.459 -4.367 -1.593
C -3.354 1.641 -4.274
N -3.459 3.313 -1.501
C 2.524 4.916 0.733
H -2.882 2.534 -4.616
C 0.944 -5.067 4.423
N 0.349 -2.893 3.335
H -5.555 5.354 0.060
C -0.457 -3.132 -0.221
C -3.759 -0.073 -2.953
N -3.093 1.131 -3.001
P -2.468 1.870 -1.452
H 2.345 -7.503 6.372
C 1.262 -3.981 5.225
H 2.121 3.768 -3.756
P 1.428 2.746 -0.631
C 3.388 4.759 -1.339
C 2.041 -1.647 1.128
C -4.155 3.707 -0.348
C 0.700 -3.412 -1.110
C -0.984 2.606 -2.321

Values from the calculation:
- spin multiplicity = 5
- calculated total energy (eV) = -107311.92574
- largest force on an atom (eV Å⁻¹) = 3.49
- molar mass (g/mol) = 711.73
- energy above the lowest of the compared OMol25 structures with the same formula, charge and spin (kJ/mol) = 272.0
- charge = 0

Want to see where the charge sits? The Mulliken charges in e are: -1.312, -0.319, -1.123, -1.257, -0.931, 0.292, -0.542, -0.707, 0.515, -0.568, 0.489, 0.343, 0.552, -0.922, 0.435, -0.669, 0.591, 0.387, -0.585, -0.509, 0.374, -0.595, 0.419, -0.624, 0.664, 0.462, 0.451, 0.926, -0.644, -0.119, -0.988, -1.018, 0.417, 0.382, -0.679, 0.406, 0.392, 1.016, 0.773, 0.305, -0.530, 0.404, -0.460, 0.215, 0.478, 0.364, -0.066, 0.338, 0.629, -0.547, 0.690, 0.427, -0.636, 0.432, -0.641, 0.393, 0.388, 1.139, 0.457, 0.431, -0.598, 0.395, 0.548, 0.456, 0.518, -0.171, 0.468, -0.378, 0.346, 0.352, 0.000, 0.412, -0.560, -0.587, 0.422, -0.287, 0.378, 0.128, 0.727, 0.069, -0.419, -0.440, -0.365, -1.073, -0.728

(2)
Formula: C34H39ErN5O
Source: OMol25
Level of theory: the ωB97M-V functional and the def2-TZVPD basis

Element x y z (Å)
H 3.160 -0.518 -3.564
C 2.435 0.595 1.982
C -0.006 2.178 -5.101
N 1.347 -3.037 3.103
H -0.808 3.093 -6.873
H 1.776 -4.091 -1.853
H 2.732 -1.312 2.952
H 1.490 2.109 4.531
N -6.151 1.263 2.254
H 0.749 3.751 -6.336
N 0.456 -1.286 -2.800
H -1.089 -4.787 4.634
H 3.978 -0.500 -0.113
H -6.157 1.059 3.242
H -1.878 2.438 -4.040
H 4.179 -0.634 2.174
C 1.328 0.241 -4.476
C -4.004 -0.388 3.288
C 1.327 -3.131 -2.044
C 2.627 -0.496 -4.528
C 0.950 1.327 3.971
C -0.215 3.365 -5.989
C 0.893 -3.070 1.793
H -6.868 1.887 1.914
H 0.179 2.701 -1.194
H 1.009 -3.525 5.092
H 1.933 1.700 -5.936
H -2.884 -1.564 4.734
H 4.504 1.192 -0.279
Er 0.458 -0.343 0.681
C -5.008 1.170 1.502
H -4.968 -0.513 3.781
H 3.285 0.535 -1.383
C 1.499 1.877 0.291
C -0.346 -3.712 1.479
C 0.278 -0.149 -3.625
H -0.713 -1.254 3.560
H -2.017 -4.824 2.277
C 2.559 0.953 0.598
H 1.183 0.367 4.449
C 3.634 0.518 -0.341
C 3.276 -0.375 2.740
H -1.702 0.795 -1.400
C 1.149 1.398 -5.228
C 1.336 1.319 2.534
H -1.180 2.641 2.269
C -1.642 -0.852 3.140
H -1.997 -0.762 -2.212
C -0.575 -4.297 3.805
C -0.849 0.662 -3.398
C 1.696 -2.301 0.883
C -1.070 -4.324 2.500
C -2.659 0.411 1.451
H -0.752 4.157 -5.455
H -0.123 1.514 4.099
N 1.031 -2.294 -0.981
C 1.252 2.525 -1.029
C 0.441 -1.193 -1.445
H 3.580 0.049 3.708
H -0.810 3.319 0.678
C 0.972 -2.521 -3.188
C 0.756 2.109 1.496
H 2.769 -2.641 0.731
C 0.626 -3.606 4.065
H 2.524 -1.527 -4.888
H 1.606 1.895 -1.856
H -2.510 0.977 0.525
H 1.767 3.497 -1.101
H 3.283 0.029 -5.235
H -0.692 -3.674 0.443
H 1.034 -2.827 -4.219
H -2.859 0.711 -2.709
C -2.860 -0.985 3.811
C -0.376 3.063 1.652
C -3.892 0.375 2.114
C -0.981 1.815 -4.161
O -4.909 1.673 0.382
H -0.048 4.001 2.127
N -1.562 -0.255 1.925
C -1.886 0.315 -2.379

Values from the calculation:
- spin multiplicity = 4
- calculated total energy (eV) = -73007.78078
- largest force on an atom (eV Å⁻¹) = 2.93
- molar mass (g/mol) = 700.98
- charge = -1

Want to see where the charge sits? The Mulliken charges in e are: 0.190, 0.053, 0.786, -0.500, 0.289, 0.508, 0.182, 0.302, -0.390, 0.366, 0.495, 0.355, 0.356, 0.171, 0.389, 0.314, 1.290, -1.047, -1.376, -1.579, -1.615, -1.538, 0.462, 0.238, 0.226, 0.364, 0.283, 0.402, 0.375, -0.058, 0.345, 0.251, -0.130, 0.463, -0.249, 0.127, 0.419, 0.396, 0.956, 0.322, -1.129, -1.267, -0.239, -1.079, 0.802, 0.286, -0.337, 0.299, -0.561, 0.896, -0.187, -0.482, -0.092, 0.371, 0.319, 0.179, -1.058, -0.634, 0.431, 0.294, -0.467, 0.632, 0.323, -0.294, 0.387, 0.011, 0.330, 0.284, 0.399, 0.360, 0.785, 0.700, -0.973, -1.509, 0.378, -0.698, -0.704, 0.299, 0.206, -1.454

(3)
Formula: C34H39FeIN6O4S
Source: OMol25
Level of theory: the ωB97M-V functional and the def2-TZVPD basis

Element x y z (Å)
H -2.537 -1.091 5.115
H -2.846 3.313 0.481
H 6.290 -1.128 2.943
H -2.191 4.155 -3.158
H 1.195 3.580 -0.971
H 2.090 -3.854 -1.394
H -3.456 -1.283 1.277
H 4.764 -0.909 3.816
C 3.172 -1.190 1.507
N -1.729 1.139 -3.020
N -2.165 2.915 -1.479
O 5.449 0.679 2.680
C 0.345 -0.131 3.577
C 5.282 -0.711 2.862
N 1.076 -0.500 2.474
H -6.728 -0.136 -0.950
H 1.460 0.607 -4.341
C -3.728 -2.976 -1.636
H -3.389 -4.020 -3.473
C -1.682 1.691 -1.794
Fe -0.426 -0.862 0.628
H 3.647 -3.717 -2.251
H -3.846 0.752 -0.939
C -1.344 0.605 5.686
H -0.159 -1.613 -2.055
C 4.563 -1.359 1.709
C -4.429 0.684 -0.005
C 4.290 0.121 -2.553
C -0.187 1.328 5.425
S 1.976 1.706 0.400
H -5.207 1.451 -0.025
C 2.601 1.155 -1.213
H -3.176 4.683 -1.785
C -1.655 -0.503 4.912
C 1.850 3.489 -0.113
H 5.282 -0.289 -2.657
O 1.402 -1.442 -0.082
H -5.465 -0.982 -1.877
C 5.282 -2.060 0.769
H -1.467 0.157 -3.016
H 4.631 1.060 2.313
H 2.405 -2.442 -2.402
H 1.554 1.528 4.181
C -1.249 1.841 0.324
C -1.709 -2.810 -2.912
O 3.133 1.707 1.315
H -1.251 4.004 0.089
H 4.539 0.671 -0.483
H -3.737 3.349 -2.802
C -2.854 3.818 -2.358
H 0.062 2.185 6.036
C 2.357 -0.643 2.536
C -1.920 3.154 -0.075
C 2.868 -3.166 -1.730
H 6.350 -2.185 0.870
H -6.454 -1.861 -0.682
H -3.764 0.879 0.835
H 3.735 -0.323 -4.572
C 1.729 1.139 -2.286
C -1.902 -1.644 -0.798
H 2.843 -0.464 3.495
I -1.197 -2.595 2.697
N 4.734 -2.641 -0.300
C 3.461 -2.476 -0.542
C -3.211 -2.108 -0.675
N -5.051 -0.602 0.181
H -1.121 -3.073 -3.781
H -2.451 1.422 -3.663
C 3.881 0.650 -1.338
C 2.600 -1.678 0.288
C -0.820 -0.845 3.873
H 1.455 4.042 0.735
O -0.961 1.446 1.450
C -5.964 -0.913 -0.896
C -1.174 -1.979 -1.937
H -4.714 -3.404 -1.503
H -2.004 0.881 6.494
C -4.092 -1.666 0.475
C 0.656 0.962 4.394
C 3.420 0.102 -3.630
N -1.084 1.086 -0.782
C 2.139 0.617 -3.500
H 2.848 3.843 -0.351
C -2.984 -3.327 -2.747
H 0.730 1.521 -2.171
H -4.666 -2.515 0.859

Values from the calculation:
- spin multiplicity = 5
- calculated total energy (eV) = -106344.05782
- largest force on an atom (eV Å⁻¹) = 1.89
- molar mass (g/mol) = 810.54
- energy above the lowest of the compared OMol25 structures with the same formula, charge and spin (kJ/mol) = 353.0
- charge = 0

Want to see where the charge sits? The Mulliken charges in e are: 0.464, 0.474, 0.404, 0.323, 0.375, 0.334, 0.022, 0.221, 0.696, -0.138, 0.345, -0.577, -0.170, -1.026, 0.775, 0.348, 0.432, -0.465, 0.401, -1.168, -0.164, 0.342, 0.420, -0.506, 0.640, 0.671, -0.899, -0.681, -0.889, 1.239, 0.353, -0.212, 0.426, -0.545, -1.335, 0.382, 0.145, 0.314, -1.017, 0.113, 0.631, 0.100, 0.548, -0.346, -0.639, -0.829, 0.453, 0.569, 0.351, -1.184, 0.393, -1.007, -0.788, -1.086, 0.361, 0.315, 0.165, 0.368, 0.274, 0.711, 0.492, -0.003, -0.647, 0.366, 1.067, 0.153, 0.469, 0.310, -0.423, -0.343, 0.002, 0.410, -0.380, -0.998, -0.264, 0.432, 0.406, -1.469, -0.159, -0.709, 1.240, -0.699, 0.458, -0.872, 0.363, 0.569